--- a ---
This record from the Open Molecules 2025 dataset describes a 2-piece molecular cluster, C3H12NO2 overall. The level of theory is ωB97M-V with the def2-TZVPD basis set.

## Properties
Gap between HOMO and LUMO in eV: 10.98
Total charge: +1
Lowest unoccupied orbital energy in eV: -3.6979

Last columns: bonded neighbours and bond lengths (Å).
Cartesian coordinates (Å):
1 C 0.7297 -0.3002 -0.5860  C2 1.557, N5 1.537, H6 1.037, H7 1.144
2 C 0.0121 -1.0539 0.5716  C1 1.557, C3 1.517, O4 1.339, H8 1.083
3 C 0.8647 -1.1301 1.8246  C2 1.517, H9 1.049, H10 1.088, H11 1.145
4 O -1.1428 -0.4443 0.8682  C2 1.339, H12 0.992
5 N -0.1771 -0.0157 -1.7938  C1 1.537, H13 1.062, H14 1.115, H15 1.008
6 H 1.0677 0.6252 -0.2624  C1 1.037
7 H 1.6855 -0.7916 -0.9795  C1 1.144
8 H -0.1297 -2.0793 0.2514  C2 1.083
9 H 1.8600 -1.2858 1.5311  C3 1.049
10 H 0.5727 -2.0241 2.3716  C3 1.088
11 H 0.7906 -0.3200 2.6306  C3 1.145
12 H -1.0246 0.3529 1.4458  O4 0.992
13 H -0.5076 -0.8323 -2.3869  N5 1.062
14 H 0.4448 0.3939 -2.6243  N5 1.115
15 H -0.9493 0.3803 -1.2813  N5 1.008
16 H -1.7627 2.8405 0.1691  O18 0.898
17 H -1.2054 3.1282 -1.3502  O18 1.112
18 O -1.1286 2.5564 -0.3995  H16 0.898, H17 1.112

For each atom in turn, the Löwdin charge in e is:
1. C -0.092
2. C -0.481
3. C -0.024
4. O -0.008
5. N 0.164
6. H 0.100
7. H 0.161
8. H 0.152
9. H 0.064
10. H 0.093
11. H 0.128
12. H 0.140
13. H 0.189
14. H 0.235
15. H 0.105
16. H -0.026
17. H 0.181
18. O -0.081

***

--- b ---
This record from the Open Molecules 2025 dataset describes a 3-piece molecular cluster, C3H12NO2 overall. The level of theory is ωB97M-V with the def2-TZVPD basis set.

## Properties
Gap between HOMO and LUMO in eV: 11.28
Total charge: +1
Lowest unoccupied orbital energy in eV: -3.0093

Last columns: bonded neighbours and bond lengths (Å).
Cartesian coordinates (Å):
1 C -1.3501 1.3011 -1.8165  C2 1.510, H5 1.082, H6 1.086, H7 1.088
2 C -0.4086 0.3046 -1.1842  C1 1.510, C3 1.315, H8 1.082
3 C -0.7594 -0.9587 -1.0845  C2 1.315, N4 1.487, H9 1.075
4 N 0.1205 -1.9789 -0.4551  C3 1.487, H10 1.022, H11 1.048, H12 1.016
5 H -1.2582 2.2661 -1.3353  C1 1.082
6 H -1.0847 1.3878 -2.8660  C1 1.086
7 H -2.3793 0.9520 -1.7580  C1 1.088
8 H 0.5378 0.7860 -0.9752  C2 1.082
9 H -1.7197 -1.3811 -1.3181  C3 1.075
10 H 0.6457 -2.5171 -1.1475  N4 1.022
11 H 0.7329 -1.6040 0.3087  N4 1.048
12 H -0.4602 -2.6752 0.0038  N4 1.016
13 H 1.3262 0.3622 1.6685  O15 0.987
14 H 2.5515 -0.5392 1.4370  O15 0.977
15 O 1.6490 -0.3774 1.0996  H13 0.987, H14 0.977
16 H 0.7663 1.0873 3.7860  O18 0.966
17 H 0.5564 2.2769 2.7619  O18 0.976
18 O 0.5337 1.3079 2.8748  H16 0.966, H17 0.976

For each atom in turn, the Löwdin charge in e is:
1. C -0.067
2. C -0.111
3. C -0.088
4. N 0.175
5. H 0.081
6. H 0.091
7. H 0.083
8. H 0.117
9. H 0.127
10. H 0.172
11. H 0.108
12. H 0.161
13. H 0.017
14. H 0.087
15. O -0.077
16. H 0.077
17. H 0.086
18. O -0.041

***

Which of them is the least stable? Correct choice: a.